1.
Entry from the OMol25 dataset: a cluster of 6 separate species, C27H50FN3O23PS6 in total (wB97M-V/def2-TZVPD).

Energy relative to the best compared isomer or geometry (same formula, charge and spin), eV: 6.715
Charge: +1
Molecular weight, g mol⁻¹: 1027.1

Geometry (Å):
C: -2.645 1.831 -3.599
C: -2.373 1.670 -2.316
C: -2.032 1.588 -0.736
C: -2.105 3.063 -0.074
C: -0.824 4.005 -0.382
N: -0.151 4.314 0.922
P: -0.816 5.700 1.869
S: -2.160 5.187 3.168
C: 0.910 3.627 1.425
N: 1.473 2.527 0.626
C: 2.471 2.984 -0.394
N: 1.425 4.096 2.715
C: 1.475 3.056 3.777
C: 2.745 2.077 3.789
C: 2.576 0.695 2.975
C: 1.149 -0.038 3.147
C: 1.102 -1.562 2.628
C: 1.460 -1.735 1.049
O: 1.076 -0.584 0.225
C: 0.766 -1.129 -1.091
C: -0.730 -1.613 -1.437
O: 1.645 -1.251 -2.014
C: 2.614 4.977 2.620
C: 2.753 6.020 3.873
O: 1.837 6.174 4.749
F: 3.912 6.882 4.040
H: -2.564 1.857 -4.755
H: -2.826 0.937 -0.181
H: -1.025 1.049 -0.577
H: -3.116 3.543 -0.377
H: -2.165 2.896 1.077
H: -1.191 5.025 -0.812
H: -0.087 3.580 -1.152
H: -1.426 6.570 0.874
H: 0.271 6.484 2.436
H: 0.758 1.887 0.247
H: 3.472 3.179 0.176
H: 2.191 3.997 -0.901
H: 2.740 2.167 -1.181
H: 1.481 3.620 4.801
H: 0.442 2.511 3.765
H: 3.744 2.549 3.449
H: 2.921 1.776 4.904
H: 3.365 -0.041 3.429
H: 2.880 0.770 1.849
H: 0.732 0.049 4.233
H: 0.388 0.556 2.484
H: 1.775 -2.291 3.239
H: -0.009 -1.908 2.727
H: 0.847 -2.648 0.639
H: 2.589 -1.942 0.880
H: -1.304 -1.758 -0.436
H: -1.293 -0.886 -2.147
H: -0.768 -2.650 -1.968
H: 3.618 4.451 2.411
H: 2.438 5.674 1.696
C: 3.554 0.199 -4.210
C: 4.853 -0.397 -3.687
O: 5.886 0.279 -4.404
S: 5.401 1.796 -4.726
O: 5.954 2.667 -3.728
O: 5.550 2.031 -6.132
O: 3.823 1.589 -4.399
H: 3.284 -0.231 -5.179
H: 2.727 0.062 -3.510
H: 4.912 -1.474 -3.851
H: 4.985 -0.183 -2.622
C: -6.864 4.873 -6.449
C: -5.515 4.478 -7.033
O: -4.775 3.951 -5.931
S: -5.803 3.229 -4.900
O: -5.797 1.820 -5.174
O: -5.584 3.770 -3.590
O: -7.177 3.856 -5.496
H: -6.802 5.828 -5.920
H: -7.642 4.932 -7.212
H: -4.991 5.324 -7.479
H: -5.624 3.684 -7.777
C: -0.976 -7.319 0.418
C: -0.393 -6.471 -0.702
O: -0.052 -5.228 -0.087
S: 0.387 -5.503 1.454
O: 1.820 -5.564 1.508
O: -0.390 -4.648 2.306
O: -0.190 -7.015 1.572
H: -2.011 -7.038 0.627
H: -0.928 -8.386 0.194
H: -1.101 -6.317 -1.518
H: 0.525 -6.915 -1.097
C: 2.081 -4.043 6.497
C: 3.378 -4.640 7.024
O: 4.414 -3.979 6.298
S: 3.938 -2.463 5.959
O: 4.498 -1.585 6.946
O: 4.085 -2.247 4.548
O: 2.360 -2.657 6.291
H: 1.807 -4.482 5.533
H: 1.255 -4.165 7.199
H: 3.430 -5.719 6.873
H: 3.513 -4.415 8.087
C: -4.553 -3.863 -2.294
C: -4.862 -4.878 -3.386
O: -4.532 -6.146 -2.818
S: -4.818 -6.100 -1.220
O: -6.107 -6.678 -0.977
O: -3.631 -6.527 -0.534
O: -4.950 -4.488 -1.074
H: -3.479 -3.658 -2.239
H: -5.094 -2.926 -2.437
H: -4.285 -4.701 -4.295
H: -5.929 -4.884 -3.629

2.
Entry from the OMol25 dataset: a structure of composition C3H4ClNS (wB97M-V/def2-TZVPD).

Energy relative to the best compared isomer or geometry (same formula, charge and spin), eV: 4.248
Charge: 0
Molecular weight, g mol⁻¹: 121.6

Geometry (Å):
C: -2.135 -0.011 -0.172
C: 0.413 1.514 -0.144
C: -0.323 -1.585 -0.013
N: -1.495 -1.033 -0.167
S: 1.337 0.202 -0.021
Cl: -3.777 0.386 0.048
H: 0.010 1.681 -1.231
H: 0.134 2.065 0.784
H: -0.056 -2.322 0.814
H: 0.135 -1.712 -1.029

3.
Entry from the OMol25 dataset: a cluster of 2 separate species, C5H15ClN3P in total (wB97M-V/def2-TZVPD).

Energy relative to the best compared isomer or geometry (same formula, charge and spin), eV: 2.260
Charge: 0
Molecular weight, g mol⁻¹: 183.6

Geometry (Å):
C: 3.356 0.772 0.902
C: -0.001 -1.967 1.517
C: -2.161 -0.908 1.115
C: -0.581 1.969 -1.810
C: -0.797 -0.397 -2.105
N: 2.658 0.111 -0.076
N: -0.750 -0.961 0.796
N: -0.828 0.699 -1.153
P: 0.063 0.416 0.283
Cl: -0.758 1.916 1.387
H: 3.249 0.335 1.911
H: 3.128 1.850 0.964
H: 4.418 0.686 0.621
H: -0.361 -2.961 1.232
H: 1.049 -1.877 1.240
H: -0.099 -1.867 2.606
H: -2.616 -0.063 0.600
H: -2.649 -1.829 0.783
H: -2.324 -0.793 2.195
H: -1.395 2.155 -2.521
H: -0.570 2.775 -1.072
H: 0.369 1.974 -2.359
H: -1.644 -0.289 -2.787
H: 0.127 -0.405 -2.693
H: -0.884 -1.342 -1.576

4.
Entry from the OMol25 dataset: a structure of composition C27H30AsCrN4O5 (wB97M-V/def2-TZVPD).

Energy relative to the best compared isomer or geometry (same formula, charge and spin), eV: 0.392
Charge: -1
2S+1: 5
Molecular weight, g mol⁻¹: 617.5

Geometry (Å):
Cr: -1.237 0.850 0.472
C: -0.837 4.175 -2.140
C: -1.082 2.845 -1.516
N: -1.179 2.660 -0.211
N: -1.229 3.728 0.664
C: -1.355 3.220 1.870
O: -1.372 1.954 2.123
C: -1.517 4.153 3.018
C: -1.282 3.690 4.307
C: -1.524 4.513 5.399
C: -2.013 5.799 5.209
C: -2.230 6.270 3.919
C: -1.978 5.451 2.827
C: -1.270 1.626 -2.263
C: -1.315 1.546 -3.660
C: -1.657 0.356 -4.261
C: -1.953 -0.759 -3.468
C: -1.857 -0.635 -2.104
N: -1.505 0.515 -1.504
H: -0.911 4.944 -1.375
H: -1.561 4.388 -2.931
H: 0.163 4.216 -2.581
H: -0.913 2.681 4.444
H: -1.329 4.147 6.401
H: -2.234 6.429 6.062
H: -2.599 7.277 3.764
H: -2.144 5.801 1.816
H: -1.098 2.430 -4.247
H: -1.705 0.285 -5.341
H: -2.250 -1.703 -3.905
H: -2.064 -1.461 -1.434
O: 4.825 -2.005 2.436
C: 3.697 -2.465 2.723
O: 3.353 -3.483 3.356
C: 2.521 -1.629 2.172
C: 2.763 -0.425 1.522
C: 1.706 0.293 1.006
N: 0.444 -0.145 1.100
C: 0.201 -1.311 1.710
C: 1.205 -2.070 2.267
C: -1.266 -1.724 1.669
O: -1.629 -2.771 2.153
O: -2.020 -0.871 1.017
H: 3.785 -0.085 1.422
H: 1.852 1.236 0.492
H: 0.970 -3.007 2.754
C: 3.470 -3.211 -0.775
C: 2.106 -3.899 -0.739
As: 0.623 -2.728 -1.274
C: -0.642 -4.172 -1.728
C: -1.384 -4.716 -0.507
C: 1.214 -2.379 -3.124
C: 1.798 -0.968 -3.259
H: 4.242 -3.862 -0.364
H: 3.480 -2.298 -0.179
H: 3.758 -2.951 -1.799
H: 1.896 -4.244 0.276
H: 2.097 -4.775 -1.392
H: -0.085 -4.966 -2.229
H: -1.351 -3.759 -2.451
H: -0.692 -5.150 0.219
H: -2.097 -5.493 -0.795
H: -1.932 -3.932 0.022
H: 0.346 -2.489 -3.776
H: 1.946 -3.133 -3.417
H: 1.068 -0.217 -2.942
H: 2.087 -0.742 -4.289
H: 2.681 -0.846 -2.627

5.
Entry from the OMol25 dataset: a structure of composition C31H32BN8RuSe (wB97M-V/def2-TZVPD).

Energy relative to the best compared isomer or geometry (same formula, charge and spin), eV: 0.317
Charge: 0
2S+1: 6
Molecular weight, g mol⁻¹: 707.5

Geometry (Å):
Ru: -0.051 0.773 0.345
C: 3.335 -1.180 -0.339
C: 2.060 -1.550 -1.019
C: 1.914 -2.155 -2.272
C: 0.552 -2.291 -2.461
C: -0.192 -2.858 -3.622
N: -0.060 -1.801 -1.368
N: 0.859 -1.341 -0.477
B: -1.573 -1.791 -1.048
N: -1.779 -1.919 0.461
N: -1.339 -0.969 1.332
C: -1.751 -1.333 2.545
C: -1.468 -0.563 3.787
C: -2.453 -2.543 2.459
C: -2.453 -2.879 1.123
C: -3.065 -4.066 0.458
N: -2.210 -0.461 -1.528
N: -1.760 0.729 -1.054
C: -2.451 1.693 -1.671
C: -2.208 3.150 -1.474
C: -3.383 1.105 -2.530
C: -3.200 -0.260 -2.412
C: -3.934 -1.365 -3.094
H: 4.101 -1.921 -0.565
H: 3.206 -1.127 0.739
H: 3.696 -0.209 -0.688
H: 2.696 -2.462 -2.947
H: 0.510 -3.180 -4.388
H: -0.858 -2.112 -4.061
H: -0.799 -3.714 -3.324
H: -2.110 -2.689 -1.620
H: -0.885 0.330 3.580
H: -0.907 -1.183 4.488
H: -2.392 -0.254 4.272
H: -2.908 -3.090 3.268
H: -3.523 -4.707 1.209
H: -2.316 -4.646 -0.082
H: -3.835 -3.770 -0.256
H: -1.154 3.348 -1.282
H: -2.781 3.534 -0.630
H: -2.502 3.692 -2.372
H: -4.093 1.611 -3.163
H: -4.633 -0.949 -3.816
H: -4.498 -1.961 -2.375
H: -3.253 -2.037 -3.617
C: 1.517 1.979 -3.660
C: 2.644 2.698 -3.275
C: 2.969 2.815 -1.935
C: 2.151 2.219 -0.975
C: 0.981 1.536 -1.350
C: 0.697 1.394 -2.704
C: 2.441 2.207 0.458
C: 3.194 3.168 1.145
C: 3.386 3.056 2.492
C: 2.898 1.912 3.172
C: 3.160 1.658 4.529
C: 2.752 0.483 5.111
C: 2.070 -0.477 4.354
C: 1.774 -0.245 3.030
C: 2.166 0.959 2.428
N: 1.869 1.163 1.097
H: 1.272 1.886 -4.712
H: 3.278 3.153 -4.025
H: 3.874 3.334 -1.640
H: -0.179 0.844 -3.027
H: 3.595 4.007 0.593
H: 3.931 3.808 3.047
H: 3.704 2.397 5.105
H: 2.967 0.295 6.154
H: 1.769 -1.410 4.811
H: 1.249 -0.986 2.436
Se: -0.995 2.726 1.793
C: -2.242 2.472 3.109
N: -3.043 2.318 3.926

6.
Entry from the OMol25 dataset: a cluster of 2 separate species, C4H13NO2 in total (wB97M-V/def2-TZVPD).

SMILES: CC(C)NCO.O
Energy relative to the best compared isomer or geometry (same formula, charge and spin), eV: 1.708
Charge: 0
Molecular weight, g mol⁻¹: 107.2

Geometry (Å):
C: 1.130 1.014 1.126
C: -0.201 0.380 1.227
C: -0.238 -0.884 2.160
N: -0.711 -0.217 -0.086
C: 0.081 -0.941 -0.941
O: -0.541 -1.232 -2.172
H: 1.878 0.328 0.730
H: 1.040 1.929 0.442
H: 1.456 1.428 2.129
H: -0.957 1.117 1.623
H: -1.292 -1.313 2.171
H: 0.548 -1.752 2.029
H: -0.088 -0.554 3.210
H: -1.346 0.463 -0.321
H: 1.099 -0.536 -1.280
H: 0.279 -1.972 -0.446
H: -1.407 -1.609 -1.872
O: -0.115 1.669 -2.931
H: -0.583 0.779 -2.947
H: -0.031 1.906 -3.852

7.
Entry from the OMol25 dataset: a structure of composition C2H6OSr (wB97M-V/def2-TZVPD).

Charge: 0
DFT total energy, hartree: -185.60623
Molecular weight, g mol⁻¹: 133.7

Geometry (Å):
H: -3.897 1.796 0.241
C: 1.151 -0.991 0.509
O: -0.015 -0.217 0.381
C: -0.129 0.657 -0.795
H: 1.076 -1.581 1.431
H: 1.257 -1.668 -0.354
H: 2.038 -0.338 0.561
H: -0.059 0.031 -1.703
H: 0.728 1.354 -0.795
Sr: -2.151 0.957 0.524

8.
Entry from the OMol25 dataset: a cluster of 26 separate species, H52O26 in total (wB97M-V/def2-TZVPD).

Energy relative to the best compared isomer or geometry (same formula, charge and spin), eV: 3.421
Charge: 0
Molecular weight, g mol⁻¹: 468.4

Geometry (Å):
O: -3.998 -0.406 4.202
H: -3.775 -1.316 4.398
H: -4.648 -0.464 3.501
O: -1.307 -2.750 1.979
H: -1.769 -2.026 1.558
H: -1.256 -2.498 2.901
O: 0.478 2.365 -4.321
H: 0.206 2.119 -3.437
H: -0.339 2.417 -4.818
O: -1.937 0.286 2.143
H: -2.291 0.095 3.011
H: -2.672 0.140 1.547
O: 1.781 3.928 0.829
H: 1.675 4.579 0.136
H: 0.913 3.538 0.928
O: 3.228 -4.650 -0.717
H: 2.296 -4.618 -0.500
H: 3.278 -5.226 -1.480
O: -4.169 2.998 1.743
H: -5.115 2.918 1.618
H: -3.855 3.410 0.938
O: -1.881 -5.309 2.389
H: -1.699 -4.389 2.199
H: -1.210 -5.560 3.024
O: -0.259 3.001 2.379
H: -0.724 2.167 2.447
H: -0.143 3.285 3.286
O: 0.197 -0.851 -4.811
H: 0.460 0.026 -4.531
H: -0.750 -0.788 -4.938
O: 3.883 -2.387 0.636
H: 3.064 -2.223 1.104
H: 3.694 -3.143 0.080
O: -0.976 -1.678 4.475
H: -0.426 -0.968 4.805
H: -1.534 -1.915 5.216
O: -0.249 -0.035 -0.044
H: -0.512 0.248 0.831
H: 0.495 -0.619 0.107
O: 2.354 0.172 3.539
H: 2.402 0.174 4.495
H: 2.556 1.073 3.287
O: 1.628 -1.988 1.989
H: 0.775 -2.244 2.339
H: 1.980 -1.379 2.638
O: 3.139 1.116 -4.667
H: 2.542 1.049 -3.922
H: 2.592 1.437 -5.384
O: -0.212 5.954 1.576
H: -1.046 5.935 2.045
H: 0.186 5.103 1.761
O: -2.356 -0.030 -4.616
H: -2.772 -0.063 -5.477
H: -2.303 0.903 -4.410
O: 5.997 0.406 -1.144
H: 6.094 -0.191 -1.885
H: 5.053 0.449 -0.992
O: 0.014 -2.204 -1.927
H: 0.434 -1.961 -2.752
H: -0.527 -1.448 -1.701
O: -3.681 -0.801 0.572
H: -4.379 -0.367 0.081
H: -3.298 -1.418 -0.051
O: -0.597 4.689 -2.114
H: -0.778 3.792 -1.833
H: -1.460 5.096 -2.189
O: -1.409 1.790 -1.656
H: -1.222 1.190 -0.934
H: -2.026 1.312 -2.211
O: 1.313 0.806 -2.362
H: 2.022 0.389 -1.872
H: 0.609 0.911 -1.723
O: -0.286 -4.777 -0.967
H: -0.170 -3.864 -1.231
H: -1.227 -4.864 -0.811
O: 3.289 0.183 -0.467
H: 3.717 -0.611 -0.147
H: 2.902 0.579 0.314

9.
Entry from the OMol25 dataset: the molecule C5H7NO (wB97M-V/def2-TZVPD).

SMILES: C#CCCNC=O
Energy relative to the best compared isomer or geometry (same formula, charge and spin), eV: 2.754
Charge: 0
Molecular weight, g mol⁻¹: 97.1

Geometry (Å):
C: 1.811 1.290 -0.129
C: 1.447 0.150 -0.285
C: 0.651 -1.069 -0.263
C: -0.377 -0.903 1.117
N: -1.015 0.397 1.115
C: -1.430 0.763 -0.127
O: -1.634 -0.065 -0.992
H: 2.188 2.268 0.059
H: 1.217 -1.992 -0.142
H: 0.225 -1.159 -1.295
H: -1.134 -1.679 1.025
H: 0.045 -1.002 2.145
H: -0.715 1.121 1.758
H: -1.510 1.844 -0.303

10.
Entry from the OMol25 dataset: a structure of composition C4H16BrF6NiO4P (wB97M-V/def2-TZVPD).

Energy relative to the best compared isomer or geometry (same formula, charge and spin), eV: 0.000
Charge: 0
2S+1: 3
Molecular weight, g mol⁻¹: 411.7

Geometry (Å):
Ni: 0.081 0.883 -0.004
P: 0.382 -2.726 0.786
F: 1.984 -2.696 0.845
F: 0.450 -1.149 0.177
F: 0.436 -3.232 -0.746
F: -1.222 -2.625 0.679
F: 0.312 -4.186 1.359
F: 0.318 -2.077 2.254
Br: -0.241 3.315 -0.082
C: -1.237 0.943 -2.806
O: -1.069 0.172 -1.612
H: -0.728 0.475 -3.646
H: -2.297 1.075 -3.030
H: -0.825 1.929 -2.601
H: -1.373 -0.737 -1.700
C: 2.042 -0.481 -2.132
O: 1.689 0.671 -1.358
H: 1.128 -0.928 -2.507
H: 2.626 -0.167 -3.001
H: 2.611 -1.181 -1.529
H: 2.333 1.372 -1.481
C: -2.879 1.091 0.794
O: -1.601 0.555 1.177
H: -3.658 0.366 1.022
H: -3.054 2.048 1.281
H: -2.849 1.262 -0.276
H: -1.652 0.225 2.077
C: 1.162 0.943 2.980
O: 1.469 0.932 1.580
H: 0.090 0.898 3.102
H: 1.617 0.079 3.466
H: 1.547 1.853 3.443
H: 2.410 1.097 1.488

11.
Entry from the OMol25 dataset: a cluster of 2 separate species, C11H10Cl2FN3O3 in total (wB97M-V/def2-TZVPD).

SMILES: CN1C(=O)C(F)C(=O)N(C)C1=O.Clc1cccc(Cl)n1
Charge: 0
DFT total energy, hartree: -1835.34359
Molecular weight, g mol⁻¹: 322.1

Geometry (Å):
C: -4.710 -1.171 0.747
N: -3.908 0.011 0.449
C: -2.614 -0.003 1.043
O: -2.304 -1.112 1.559
C: -1.791 1.257 1.139
F: -0.482 0.617 0.694
C: -2.013 1.974 -0.190
O: -1.198 2.646 -0.772
N: -3.320 1.980 -0.786
C: -3.463 2.982 -1.840
C: -4.286 0.963 -0.542
O: -5.352 0.894 -1.157
H: -5.673 -1.099 0.239
H: -4.080 -2.043 0.421
H: -4.860 -1.234 1.847
H: -1.062 1.505 1.884
H: -4.469 2.915 -2.255
H: -3.271 3.976 -1.376
H: -2.623 2.749 -2.551
Cl: 4.765 1.199 -0.839
C: 5.152 -0.283 -0.130
C: 6.389 -0.785 -0.509
C: 6.693 -2.070 -0.063
C: 5.735 -2.850 0.598
C: 4.540 -2.210 0.906
Cl: 3.362 -3.233 1.541
N: 4.277 -0.916 0.669
H: 7.053 -0.223 -1.185
H: 7.632 -2.519 -0.339
H: 5.881 -3.920 0.797

12.
Entry from the OMol25 dataset: a cluster of 2 separate species, C2HCl4NO in total (wB97M-V/def2-TZVPD).

SMILES: O=CN=C(Cl)Cl.ClCl
Energy relative to the best compared isomer or geometry (same formula, charge and spin), eV: 0.717
Charge: 0
Molecular weight, g mol⁻¹: 196.8

Geometry (Å):
O: 1.022 2.060 0.285
C: -0.027 1.494 0.664
N: -0.618 0.481 0.114
C: -1.042 -0.712 0.060
Cl: -0.421 -1.772 1.247
Cl: -2.170 -1.442 -0.962
H: -0.429 1.920 1.594
Cl: 2.158 -1.812 -0.987
Cl: 1.527 -0.218 -2.015

13.
Entry from the OMol25 dataset: a cluster of 2 separate species, C4H10O2S2 in total (wB97M-V/def2-TZVPD).

SMILES: CSSCCC=O.O
Energy relative to the best compared isomer or geometry (same formula, charge and spin), eV: 1.214
Charge: 0
Molecular weight, g mol⁻¹: 154.3

Geometry (Å):
C: 0.524 0.701 1.816
S: 2.072 -0.196 1.566
S: 1.658 -2.156 1.594
C: 1.082 -2.721 -0.048
C: 0.466 -1.688 -0.985
C: 1.511 -0.989 -1.831
O: 1.810 0.172 -1.702
H: 0.803 1.731 1.991
H: -0.100 0.326 2.629
H: -0.041 0.699 0.888
H: 1.817 -3.337 -0.550
H: 0.310 -3.447 0.230
H: -0.067 -0.914 -0.447
H: -0.215 -2.208 -1.664
H: 1.998 -1.595 -2.613
O: -4.161 5.194 -0.161
H: -4.481 5.315 -1.062
H: -4.988 5.113 0.349